Record 1
Density functional theory data (wB97M-V/def2-TZVPD) for a 2-piece molecular cluster, C4H13NOS overall at a distorted geometry.

## Properties
max |F| = 0.041 Eh/bohr
total charge = 0
HOMO = -8.874 eV
energy above the lowest of the compared OMol25 structures with the same formula, charge and spin = 7.8 kcal per mole
spin multiplicity = 1
gap between HOMO and LUMO = 9.7680 eV

```
20
Properties=species:S:1:pos:R:3:mulliken_charge:R:1
C -0.8060 1.2593 -0.2865 -0.573
H 0.6119 0.3300 2.3005 0.309
H -1.4948 0.5151 0.1166 0.339
H -0.7692 2.2369 1.5413 0.216
H 1.5066 -0.9679 -1.5186 0.335
H -0.7228 -1.5261 0.4982 0.331
H -1.4610 1.9643 -0.8024 0.328
O 0.2894 -0.4202 2.8317 -0.640
N -0.1306 1.9052 0.8319 -0.519
H 1.0871 -0.7999 3.2198 0.319
H -0.3973 0.2899 -2.1255 0.279
H 1.0044 1.3048 -1.5182 0.274
H -1.5123 -1.5163 -2.0683 0.067
C 0.8829 -0.6030 -0.6981 -0.613
C 0.1691 0.6511 -1.2720 -0.498
S -0.9181 -2.6190 -1.5951 -0.180
H 0.6359 -2.5115 0.1693 0.378
H 1.5800 -0.4097 0.1064 0.356
C 0.0068 -1.7700 -0.2712 -0.699
H 0.4383 2.6870 0.5403 0.191
```

Record 2
Density functional theory data (wB97M-V/def2-TZVPD) for a 2-piece molecular cluster, C4H13NOS overall at a distorted geometry.

## Properties
max |F| = 0.020 Eh/bohr
total charge = +1
HOMO (alpha / beta) = -13.661 / -13.657 eV
energy above the lowest of the compared OMol25 structures with the same formula, charge and spin = 0.0 kcal per mole
expectation value of S² = 0.753
spin multiplicity = 2
gap between HOMO and LUMO (alpha / beta) = 10.8662 / 5.8251 eV

```
20
Properties=species:S:1:pos:R:3:mulliken_charge:R:1
H -2.5097 -0.6628 2.1924 0.342
O 0.9625 1.3689 1.4854 -0.632
H -1.1312 -0.9833 3.2461 0.397
H -0.0456 -2.2110 -0.9123 0.430
S -0.9860 -2.0654 1.1819 0.320
H 0.8672 2.1613 2.0319 0.317
H -0.9066 0.2244 1.9826 0.128
H 1.1990 1.6839 0.5890 0.353
H -0.9322 0.6347 -0.1372 0.373
H 0.9472 -1.2326 0.1812 0.425
C -0.6773 -0.1364 -0.8444 -0.510
C 0.2862 0.3788 -1.9122 -0.761
N 1.5399 0.9437 -1.3481 -0.604
H -1.5483 -0.4735 -1.3852 0.424
H 1.9730 1.5149 -2.0845 0.255
H 0.4845 -0.4042 -2.6507 0.362
H 2.1774 0.1864 -1.1656 0.212
C -1.4095 -0.7090 2.2211 -0.574
C -0.0785 -1.3858 -0.1949 -0.667
H -0.2121 1.1670 -2.4767 0.409
```

Record 3
Density functional theory data (wB97M-V/def2-TZVPD) for a 2-piece molecular cluster, C4H13NOS overall at a distorted geometry.

## Properties
max |F| = 0.024 Eh/bohr
total charge = +1
HOMO (alpha / beta) = -14.720 / -14.396 eV
energy above the lowest of the compared OMol25 structures with the same formula, charge and spin = 23.0 kcal per mole
expectation value of S² = 0.754
spin multiplicity = 2
gap between HOMO and LUMO (alpha / beta) = 11.1298 / 5.8674 eV

```
20
Properties=species:S:1:pos:R:3:mulliken_charge:R:1
H -2.7244 0.3380 -0.4279 0.346
C 0.1498 -1.5055 1.3284 -0.622
N -0.0561 -0.5401 -1.1015 -0.552
H 1.7840 -1.2705 -0.2347 0.319
H 0.0227 -0.0984 -2.0122 0.285
H -0.6037 0.4383 2.0296 0.392
S 1.8792 -0.9745 1.0890 0.136
C -1.9111 1.0445 -0.6261 -1.363
H -1.9130 1.1523 -1.7043 0.398
H 0.1189 -2.0314 2.2802 0.453
H -1.7367 -0.7737 1.3269 0.343
H -0.0205 -2.1791 0.5022 0.426
H -2.1297 2.0033 -0.1639 0.359
O 2.9164 1.8352 -0.6052 -0.585
H 0.2163 1.1215 0.0833 0.340
C -0.6024 0.4225 -0.1334 0.238
H -0.7456 -1.2803 -1.2440 0.209
H 3.0108 1.0150 -0.1133 0.234
C -0.7770 -0.2778 1.2370 -0.695
H 3.1222 1.5609 -1.5101 0.341
```

Record 4
Density functional theory data (wB97M-V/def2-TZVPD) for a 3-piece molecular cluster, C4H13NOS2 overall at a distorted geometry.

## Properties
max |F| = 0.086 Eh/bohr
total charge = 0
HOMO = -7.816 eV
energy above the lowest of the compared OMol25 structures with the same formula, charge and spin = 170.7 kcal per mole
spin multiplicity = 1
gap between HOMO and LUMO = 3.2192 eV

```
21
Properties=species:S:1:pos:R:3:mulliken_charge:R:1
H 0.8183 1.3829 -0.7230 0.318
H -2.8109 0.7320 0.6284 0.214
H -0.9824 0.9814 -0.8635 0.355
C 1.6802 -0.7393 -1.5983 -0.811
H 2.2147 -1.5470 -1.1371 0.363
C -0.1653 0.1318 1.0119 -0.418
H 2.1697 0.2050 -1.3207 0.114
S 3.1682 0.7228 0.6529 -0.315
H -0.7481 0.9610 1.5640 0.345
H 4.3659 1.2467 1.0256 0.090
C -1.1087 -1.0896 1.0419 -0.685
H -0.4771 -1.0278 -1.6965 0.301
H 1.7925 -1.1060 -2.5640 0.339
C -0.0727 0.4988 -0.4773 -0.691
O -2.7496 1.7435 0.6604 -0.609
H 0.7191 -0.1243 1.5837 0.275
H -3.6718 2.0060 0.5859 0.297
S -2.5714 -1.1084 -0.0029 -0.281
H -1.3601 -1.2063 2.0984 0.428
N 0.3023 -0.6332 -1.1642 0.074
H -0.5126 -2.0299 0.6943 0.295
```

Record 5
Density functional theory data (wB97M-V/def2-TZVPD) for a 2-piece molecular cluster, C4H13NOS2 overall at a distorted geometry.

## Properties
max |F| = 0.098 Eh/bohr
total charge = 0
HOMO = -8.572 eV
energy above the lowest of the compared OMol25 structures with the same formula, charge and spin = 50.9 kcal per mole
spin multiplicity = 1
gap between HOMO and LUMO = 9.2558 eV

```
21
Properties=species:S:1:pos:R:3:mulliken_charge:R:1
H -0.2393 2.4554 0.8063 0.329
C 0.0546 1.3211 -1.1316 0.411
S -1.6106 0.4048 1.0217 -0.112
H 1.3502 -0.2439 -0.0854 0.200
H 1.6649 0.1341 -1.7672 0.388
H 2.1070 1.1104 -0.4380 0.393
H -1.8446 2.1823 -0.2383 0.293
H -0.8972 -1.9585 -0.5691 0.274
H -1.4716 0.0831 -1.9575 0.190
N -0.8134 0.8743 -2.1785 -0.590
H 0.5624 -1.7590 1.5433 0.231
H 1.3384 -0.4869 2.3829 0.319
O -0.3185 -2.7274 -0.4976 -0.654
H -0.6628 -3.3115 0.1980 0.328
C 0.5192 -1.1512 2.4718 -0.826
S -0.9619 -0.1481 2.6926 -0.046
C 1.3308 0.4690 -0.8443 -1.270
H -0.3098 0.6813 -3.1662 0.263
H 0.5445 -1.8289 3.2993 0.352
H 0.5472 2.2054 -1.6967 0.216
C -0.8895 1.6942 0.1546 -0.688
```

Record 6
Density functional theory data (wB97M-V/def2-TZVPD) for C4H13NP as an isolated structure at a distorted geometry.

## Properties
max |F| = 0.106 Eh/bohr
total charge = +1
HOMO = -14.462 eV
energy above the lowest of the compared OMol25 structures with the same formula, charge and spin = 85.6 kcal per mole
spin multiplicity = 1
gap between HOMO and LUMO = 10.5176 eV

```
19
Properties=species:S:1:pos:R:3:mulliken_charge:R:1
H 2.4732 -0.7041 1.2430 0.387
C -0.5795 1.1632 1.1038 -0.805
H 0.5365 -1.3804 -1.1730 0.410
H -1.7417 -1.4219 1.1622 0.107
H 0.2554 -1.8183 0.6158 0.404
C 0.6095 -1.1374 -0.1217 -0.130
H 0.4980 1.2211 -1.5708 0.316
H -0.6825 0.8799 2.1736 0.295
H 0.5913 1.4306 0.9997 0.265
H -1.1632 2.0095 -1.2311 0.276
N -0.7538 0.2924 -0.0713 -0.051
H -1.1300 2.0436 0.9513 0.369
C 1.9914 -0.6367 0.2915 -1.221
P -2.3713 -0.7345 0.0870 0.059
C -0.5419 1.0094 -1.2570 -0.813
H 2.1160 0.4271 0.0994 0.314
H 2.6558 -1.1698 -0.3511 0.358
H -2.0435 -1.7170 -0.8294 0.106
H -0.7198 0.2432 -2.1216 0.354
```

Record 7
Density functional theory data (wB97M-V/def2-TZVPD) for a 2-piece molecular cluster, C4H13NS overall at a distorted geometry.

## Properties
max |F| = 0.027 Eh/bohr
total charge = 0
HOMO = -8.182 eV
energy above the lowest of the compared OMol25 structures with the same formula, charge and spin = 21.8 kcal per mole
spin multiplicity = 1
gap between HOMO and LUMO = 9.2236 eV

```
19
Properties=species:S:1:pos:R:3:mulliken_charge:R:1
H 1.1825 3.9292 0.0168 0.287
S -0.6571 -1.8156 -0.7403 -0.085
C 0.9402 2.8950 -0.2298 -0.782
C 1.7850 0.9850 1.0534 -0.724
H 2.9452 2.3720 -0.0190 0.229
H -0.2880 -3.7216 0.7550 0.293
H 0.5656 2.8195 -1.2526 0.242
H -2.0711 -0.1990 -1.6972 0.284
H -2.0129 -3.5188 0.4613 0.292
H 0.1160 2.5994 0.4243 0.267
H 1.1270 0.2332 0.6232 0.130
H -2.4674 -0.4202 0.0636 0.245
H -3.0537 -1.5795 -1.1438 0.341
C -2.2531 -0.8928 -0.8849 -0.813
H 2.7113 0.5150 1.3883 0.334
H -0.9494 -4.1648 -0.7855 0.264
H 1.3697 1.4326 1.9599 0.313
N 2.0357 1.9578 -0.0069 -0.286
C -1.0257 -3.4265 0.0140 -0.831
```

Record 8
Density functional theory data (wB97M-V/def2-TZVPD) for a 2-piece molecular cluster, C4H13NS2 overall.

## Properties
max |F| = 0.009 Eh/bohr
total charge = 0
HOMO = -8.917 eV
energy above the lowest of the compared OMol25 structures with the same formula, charge and spin = 8.5 kcal per mole
spin multiplicity = 1
gap between HOMO and LUMO = 9.7591 eV

```
20
Properties=species:S:1:pos:R:3:mulliken_charge:R:1
H -1.1417 0.5391 -0.9182 0.236
S -4.1546 0.4350 -0.6633 -0.252
H 2.4065 0.1959 1.0461 0.330
C 2.1463 -0.7842 0.6502 -0.640
H -5.1004 0.3581 0.2791 0.112
C -1.5763 1.3116 -0.2841 -1.102
C -2.7788 0.8019 0.4851 -0.369
H 1.6528 -0.0863 -1.3249 0.207
H -3.1235 1.5550 1.1887 0.319
H -1.8606 2.1419 -0.9366 0.426
H 3.7357 0.4506 -2.3156 0.122
H 0.6049 -0.9790 1.9848 0.220
C 2.3187 -0.8003 -0.8502 -0.427
H 2.8324 -1.5066 1.1058 0.368
H -0.7878 1.6485 0.3844 0.283
H 0.4775 -1.9793 0.7141 0.202
N 0.7405 -1.0369 0.9826 -0.451
H -2.5331 -0.1040 1.0317 0.323
S 4.0386 -0.3716 -1.3059 -0.247
H 2.1029 -1.7892 -1.2537 0.338
```

Record 9
Density functional theory data (wB97M-V/def2-TZVPD) for one molecule with the formula C4H13NSi2 at a distorted geometry.

## Properties
max |F| = 0.078 Eh/bohr
total charge = 0
HOMO = -8.733 eV
energy above the lowest of the compared OMol25 structures with the same formula, charge and spin = 61.6 kcal per mole
spin multiplicity = 1
gap between HOMO and LUMO = 9.6116 eV

```
20
Properties=species:S:1:pos:R:3:mulliken_charge:R:1
H -1.4570 -1.5513 1.3860 -0.063
H 0.6920 -0.1753 -1.8692 0.292
H 3.5302 0.0726 0.8900 0.331
H -1.0627 -1.9221 -1.0349 -0.069
H 1.3956 -2.0025 0.3796 0.223
H 1.7874 0.1272 1.6058 0.199
H -4.7570 -0.1635 0.5191 -0.145
H -0.4595 0.9662 0.4876 0.346
C 2.4366 0.0482 0.6887 -0.529
Si -3.5402 0.5299 0.0603 0.404
C 1.8964 -1.0348 -0.2070 -0.360
H 2.6754 1.1861 -1.3353 0.221
Si -1.5869 -0.8649 0.0144 -0.019
C 1.9448 1.0916 -0.4568 -0.788
H -3.2354 1.6666 0.9070 -0.136
N -0.3523 0.3033 -0.1718 -0.169
H 2.6051 -1.2976 -1.0293 0.247
C 0.9094 0.0050 -0.7967 -0.210
H -3.9046 1.0400 -1.2345 -0.130
H 1.6900 2.0717 -0.0898 0.356
```

Record 10
Density functional theory data (wB97M-V/def2-TZVPD) for a 3-piece molecular cluster, C4H13O4 overall at a distorted geometry.

## Properties
max |F| = 0.031 Eh/bohr
total charge = -1
HOMO = -4.375 eV
energy above the lowest of the compared OMol25 structures with the same formula, charge and spin = 20.3 kcal per mole
spin multiplicity = 1
gap between HOMO and LUMO = 8.2339 eV

```
21
Properties=species:S:1:pos:R:3:mulliken_charge:R:1
O -4.1174 -1.5535 0.1021 -0.648
H 2.0773 1.0524 -2.0736 0.320
H 0.1061 2.1029 -1.7233 0.381
C 1.8260 1.1468 -1.0186 -0.591
H -3.1794 -1.3910 0.0176 0.388
O -1.4007 -0.2927 -0.1547 -0.620
O 2.6150 0.1623 1.1190 -0.577
H -0.6565 0.4658 2.2924 0.219
H -1.3675 0.4319 -2.0032 0.323
O -0.1966 -0.3778 2.0471 -1.062
C 2.4587 -0.0334 -0.2691 -0.370
C 0.2883 1.3421 -0.9807 -0.738
H 3.4781 -0.2151 -0.6426 0.309
H -4.1751 -2.0965 0.9062 0.294
H -0.9076 -0.2993 0.7681 0.346
H -0.0936 1.8111 -0.1054 0.389
H 0.0522 -0.6435 -1.7026 0.253
H 2.2684 2.0904 -0.6939 0.296
H 1.8446 -0.9417 -0.4291 0.210
H 1.7155 0.0932 1.5724 0.366
C -0.6431 0.1065 -1.2658 -0.489
```

Record 11
Density functional theory data (wB97M-V/def2-TZVPD) for C4H13O5Tl as an isolated structure at a distorted geometry.

## Properties
max |F| = 0.040 Eh/bohr
total charge = +2
HOMO = -18.178 eV
energy above the lowest of the compared OMol25 structures with the same formula, charge and spin = 0.0 kcal per mole
spin multiplicity = 1
gap between HOMO and LUMO = 5.2865 eV

```
23
Properties=species:S:1:pos:R:3:mulliken_charge:R:1
H 9.0482 -14.4340 0.8159 0.309
O 12.1330 -12.5686 2.0238 -0.386
H 15.1607 -15.8289 1.2814 0.419
H 9.7740 -14.7107 2.9929 0.488
H 13.0735 -17.2988 1.3422 0.334
C 11.0444 -12.9716 2.7935 -0.459
H 14.7176 -13.6949 0.3785 0.377
H 11.4404 -16.7108 -0.1593 0.264
O 9.9025 -12.0332 0.1606 -0.240
Tl 12.1052 -13.3128 -0.6344 1.110
C 10.4322 -14.2610 2.2492 -0.005
H 10.2680 -12.2035 2.6565 0.218
H 13.6615 -15.1375 1.9132 0.133
H 11.2639 -12.9747 3.8605 0.449
H 12.9604 -12.5634 2.5270 0.318
H 13.7286 -17.1783 -0.3192 0.381
O 9.8852 -13.9603 0.9668 -0.308
C 14.1686 -15.4894 0.9890 -0.203
H 11.2363 -15.0009 2.0471 -0.033
C 13.2973 -16.6231 0.5157 -0.479
O 14.1176 -14.3823 0.0561 -0.542
O 12.0584 -16.0215 0.1174 -0.466
H 9.4699 -11.1966 0.4554 0.320
```

Record 12
Density functional theory data (wB97M-V/def2-TZVPD) for C4H14IN3OsS as an isolated structure at a distorted geometry.

## Properties
max |F| = 0.069 Eh/bohr
total charge = +2
HOMO (alpha / beta) = -16.029 / -16.773 eV
energy above the lowest of the compared OMol25 structures with the same formula, charge and spin = 0.0 kcal per mole
expectation value of S² = 6.026
spin multiplicity = 5
gap between HOMO and LUMO (alpha / beta) = 7.1051 / 5.9793 eV

```
24
Properties=species:S:1:pos:R:3:mulliken_charge:R:1
H -0.0493 1.0427 5.3413 0.235
I 0.8441 -2.3729 -0.4897 0.127
H -0.2739 1.6401 -0.9474 0.381
C 0.7502 0.1668 -3.9735 -0.853
C 0.3053 0.7031 3.3511 0.580
S 1.4236 0.9047 2.0325 -0.256
H 1.8204 -1.7151 -3.7226 0.371
H -1.6922 1.4817 0.1560 0.404
H 1.3792 0.3797 -4.8384 0.341
N -1.1411 -0.5457 1.9661 -0.695
H -2.0840 -0.3071 1.6529 0.370
H 0.3928 -1.5539 -2.6855 -0.383
H -0.2572 0.4911 -4.2216 0.281
C -0.9768 0.9164 -0.4661 -1.209
C 0.7898 -1.3348 -3.6805 -0.227
H -1.4939 0.3500 -1.2494 0.391
N -0.9348 0.1844 3.1923 -0.231
N 0.6124 1.1832 4.5827 -0.344
H 1.5364 1.5501 4.8000 0.252
H 1.1125 0.7690 -3.1349 0.183
H -1.3295 -0.3028 4.0222 0.322
H 0.1791 -1.8902 -4.4089 0.316
Os 0.3188 -0.2009 0.5289 1.269
H -1.2319 -1.5394 2.1925 0.376
```

Number 1: E_tot -688.37629 Ha. Number 2: E_tot -688.08185 Ha. Number 3: E_tot -688.04524 Ha. Number 4: E_tot -1086.30931 Ha. Number 5: E_tot -1086.50015 Ha. Number 6: E_tot -555.93819 Ha. Number 7: E_tot -613.09428 Ha. Number 8: E_tot -1011.30932 Ha. Number 9: E_tot -793.84967 Ha. Number 10: E_tot -461.18026 Ha. Number 11: E_tot -708.02850 Ha. Number 12: E_tot -1110.85648 Ha.